Entry 1:
Density functional theory data (ωB97M-V/def2-TZVPD) for a 6-piece molecular cluster, C35H74NO6Si overall in a non-equilibrium geometry.

Geometry (Å):
1 C 6.03 -4.22 -0.02
2 C 5.85 -3.01 1.08
3 C 6.87 -3.40 2.35
4 C 4.33 -3.09 1.69
5 C 3.49 -1.69 1.53
6 C 1.92 -1.77 1.97
7 C 1.19 -3.21 1.66
8 C 1.15 -3.62 0.07
9 C 0.15 -4.86 -0.30
10 C -0.71 -4.54 -1.68
11 C -2.27 -4.19 -1.25
12 C -2.48 -2.65 -0.70
13 C -2.57 -1.51 -1.89
14 Si -2.06 0.23 -1.15
15 C -2.77 1.72 -2.15
16 C -0.11 0.32 -1.39
17 C -2.38 0.29 0.75
18 C -3.69 -0.35 1.53
19 C -3.94 -0.34 3.15
20 C -2.78 0.36 4.10
21 C -1.45 1.04 3.35
22 C -1.24 1.02 1.70
23 C 3.74 -1.17 -0.02
24 C 5.33 -1.01 -0.38
25 C 5.65 0.63 -0.33
26 C 5.55 -1.46 -1.94
27 N 6.29 -1.64 0.61
28 O 7.54 -1.76 0.14
29 H 7.15 -4.35 -0.39
30 H 5.26 -4.19 -0.91
31 H 5.79 -5.23 0.56
32 H 6.95 -2.46 3.07
33 H 7.89 -3.74 1.90
34 H 6.40 -4.31 2.93
35 H 3.81 -4.02 1.16
36 H 4.38 -3.35 2.84
37 H 4.01 -0.91 2.27
38 H 1.29 -0.86 1.53
39 H 1.90 -1.64 3.16
40 H 1.73 -4.08 2.28
41 H 0.07 -3.20 2.06
42 H 2.21 -3.90 -0.36
43 H 0.79 -2.66 -0.52
44 H -0.53 -5.07 0.63
45 H 0.82 -5.81 -0.56
46 H -0.30 -3.59 -2.24
47 H -0.70 -5.51 -2.36
48 H -3.04 -4.40 -2.10
49 H -2.51 -4.91 -0.33
50 H -3.53 -2.60 -0.13
51 H -1.68 -2.32 0.08
52 H -3.69 -1.43 -2.28
53 H -1.79 -1.72 -2.75
54 H -3.81 2.12 -1.78
55 H -2.85 1.37 -3.29
56 H -2.03 2.65 -2.17
57 H 0.29 1.41 -1.16
58 H 0.21 -0.07 -2.46
59 H 0.33 -0.37 -0.52
60 H -4.51 -0.88 0.87
61 H -4.90 -0.83 3.62
62 H -2.92 0.36 5.27
63 H -0.59 1.54 3.98
64 H -0.27 1.51 1.21
65 H 3.31 -2.04 -0.72
66 H 3.11 -0.20 -0.20
67 H 6.52 0.84 0.45
68 H 6.05 0.96 -1.40
69 H 4.72 1.26 0.00
70 H 5.02 -2.48 -2.24
71 H 6.67 -1.46 -2.31
72 H 5.01 -0.63 -2.60
73 C -4.25 5.70 -0.45
74 C -5.04 4.73 0.41
75 O -4.45 3.44 0.36
76 H -4.22 5.35 -1.49
77 H -4.70 6.69 -0.42
78 H -3.21 5.76 -0.10
79 H -6.07 4.65 0.05
80 H -5.07 5.06 1.45
81 H -3.54 3.52 0.69
82 C -7.06 -0.26 -5.10
83 C -5.77 -0.54 -4.36
84 O -4.87 0.55 -4.53
85 H -6.86 -0.12 -6.17
86 H -7.76 -1.09 -4.98
87 H -7.53 0.65 -4.74
88 H -5.29 -1.44 -4.74
89 H -5.96 -0.67 -3.29
90 H -5.30 1.35 -4.18
91 C -4.79 4.46 -6.78
92 C -5.20 3.60 -5.60
93 O -6.53 3.90 -5.23
94 H -4.87 5.53 -6.53
95 H -3.76 4.25 -7.08
96 H -5.44 4.29 -7.64
97 H -4.55 3.80 -4.74
98 H -5.13 2.54 -5.85
99 H -7.10 3.72 -6.00
100 C -1.59 6.61 3.19
101 C -1.14 5.19 2.91
102 O -1.60 4.79 1.63
103 H -2.68 6.69 3.15
104 H -1.25 6.94 4.18
105 H -1.19 7.30 2.44
106 H -1.56 4.51 3.65
107 H -0.05 5.11 2.94
108 H -1.21 5.40 0.97
109 C 6.94 -0.74 6.91
110 C 5.95 -1.13 5.83
111 O 5.63 0.00 5.03
112 H 6.52 0.05 7.54
113 H 7.19 -1.60 7.54
114 H 7.86 -0.35 6.47
115 H 5.02 -1.50 6.28
116 H 6.36 -1.91 5.19
117 H 6.46 0.32 4.63

The total charge is 0. For the LUMO energy (alpha / beta), the calculation gives 0.21 / -0.17 eV. The calculated total energy is -2172.9979 Eh. Its HOMO-LUMO gap (alpha / beta) is 8.5 / 8.2 eV. The expectation value of S² is 0.75. As for the multiplicity: 2.



Entry 2:
Density functional theory data (ωB97M-V/def2-TZVPD) for a 6-piece molecular cluster, C35H76BrF3N3O10 overall in a non-equilibrium geometry.

Geometry (Å):
1 C 5.72 -2.04 -2.76
2 C 4.75 -1.75 -3.92
3 C 3.30 -1.92 -3.43
4 O 2.67 -0.64 -3.47
5 C 1.37 -0.71 -2.92
6 C 1.05 0.70 -2.35
7 C 0.58 1.54 -3.57
8 N -0.62 2.39 -3.42
9 Br -1.41 2.48 -5.14
10 C -1.67 1.89 -2.48
11 C -2.42 3.05 -1.72
12 C -1.80 4.43 -2.03
13 C -2.48 5.60 -1.26
14 C -1.37 6.41 -0.58
15 O -0.42 6.90 -1.54
16 C 0.85 6.56 -1.23
17 C 1.56 7.21 -0.05
18 O 1.44 5.80 -1.89
19 C -1.25 0.72 -1.56
20 C -1.70 -0.59 -2.25
21 C -3.19 -0.88 -1.92
22 C -3.57 -2.32 -2.20
23 F -2.84 -3.17 -1.50
24 F -4.84 -2.48 -1.85
25 F -3.52 -2.62 -3.47
26 N 0.21 0.75 -1.13
27 C 0.35 -0.28 -0.06
28 C 1.70 -0.80 0.48
29 N 2.92 -0.77 -0.32
30 C 0.34 2.13 -0.51
31 C 1.48 2.40 0.48
32 C 1.04 2.34 1.97
33 C 0.01 3.42 2.28
34 O 0.30 4.54 2.37
35 O -1.26 2.97 2.46
36 C -1.40 2.19 3.68
37 C -1.52 0.68 3.43
38 H 5.69 -1.17 -2.09
39 H 5.40 -2.90 -2.16
40 H 6.75 -2.15 -3.11
41 H 4.92 -0.72 -4.24
42 H 4.95 -2.40 -4.77
43 H 2.71 -2.59 -4.07
44 H 3.33 -2.35 -2.42
45 H 0.64 -1.02 -3.67
46 H 1.37 -1.50 -2.16
47 H 2.03 1.09 -2.08
48 H 1.41 2.20 -3.85
49 H 0.44 0.91 -4.45
50 H -2.45 1.52 -3.14
51 H -3.46 3.12 -2.07
52 H -2.48 2.87 -0.64
53 H -1.94 4.59 -3.10
54 H -0.73 4.46 -1.86
55 H -2.96 6.28 -1.97
56 H -3.19 5.22 -0.53
57 H -0.83 5.71 0.08
58 H -1.80 7.22 0.01
59 H 2.38 6.56 0.26
60 H 0.85 7.36 0.77
61 H 2.03 8.15 -0.35
62 H -1.88 0.81 -0.67
63 H -1.68 -0.48 -3.34
64 H -1.09 -1.48 -2.04
65 H -3.77 -0.28 -2.63
66 H -3.49 -0.54 -0.93
67 H -0.16 0.17 0.80
68 H -0.27 -1.17 -0.21
69 H 1.92 -0.25 1.42
70 H 1.58 -1.82 0.83
71 H 3.67 -1.16 0.25
72 H 3.25 0.16 -0.59
73 H -0.59 2.39 0.00
74 H 0.45 2.89 -1.29
75 H 1.78 3.44 0.36
76 H 2.41 1.84 0.36
77 H 1.94 2.60 2.54
78 H 0.75 1.35 2.30
79 H -0.59 2.44 4.37
80 H -2.32 2.53 4.16
81 H -2.21 0.18 4.12
82 H -0.55 0.21 3.62
83 H -1.77 0.43 2.40
84 C -0.74 6.46 4.86
85 C -1.99 5.95 5.54
86 O -1.85 4.57 5.88
87 H -0.53 5.89 3.96
88 H -0.84 7.52 4.60
89 H 0.13 6.35 5.52
90 H -2.85 6.03 4.88
91 H -2.20 6.51 6.46
92 H -1.10 4.49 6.48
93 C -0.65 -5.54 -0.60
94 C 0.60 -5.07 -1.32
95 O 0.90 -3.72 -0.96
96 H -1.49 -4.91 -0.84
97 H -0.89 -6.57 -0.88
98 H -0.51 -5.50 0.49
99 H 0.45 -5.09 -2.39
100 H 1.46 -5.70 -1.07
101 H 1.05 -3.69 0.00
102 C 6.36 -4.76 1.29
103 C 6.41 -3.32 0.84
104 O 5.14 -2.68 1.05
105 H 5.59 -5.31 0.75
106 H 7.32 -5.26 1.12
107 H 6.12 -4.83 2.35
108 H 6.63 -3.25 -0.22
109 H 7.18 -2.77 1.39
110 H 4.95 -2.73 2.00
111 C -5.64 -6.97 -1.58
112 C -4.14 -7.18 -1.48
113 O -3.44 -6.27 -2.33
114 H -5.98 -7.11 -2.61
115 H -6.18 -7.67 -0.94
116 H -5.91 -5.95 -1.29
117 H -3.87 -8.19 -1.79
118 H -3.81 -7.03 -0.45
119 H -3.67 -5.37 -2.05
120 C -2.85 -4.03 4.93
121 C -1.56 -3.57 4.28
122 O -1.27 -2.21 4.64
123 H -3.68 -3.39 4.63
124 H -3.08 -5.06 4.65
125 H -2.78 -3.97 6.02
126 H -1.65 -3.60 3.20
127 H -0.73 -4.20 4.59
128 H -1.18 -2.18 5.60

The total charge is +1. For the LUMO energy, the calculation gives -2.15 eV. The calculated total energy is -5169.0894 Eh. Its HOMO-LUMO gap is 9.6 eV. As for the multiplicity: 1.



Among the records above, which one has the highest total charge? C35H76BrF3N3O10



The highest calculated total energy belongs to which entry? C35H74NO6Si



multiplicity of number 2 (C35H76BrF3N3O10)? 1